This record from the Open Molecules 2025 dataset describes a cluster of 3 separate species, C11H26O11PS2 in total in a non-equilibrium geometry. The level of theory is ωB97M-V/def2-TZVPD.

Geometry as XYZ:
```
51
Properties=species:S:1:pos:R:3:lowdin_charge:R:1
C -3.359 2.601 -2.131 -0.106
C -3.638 1.585 -3.405 -0.241
O -3.704 0.178 -2.929 -0.200
C -2.419 -0.458 -3.255 -0.180
C -2.148 -1.881 -2.435 -0.155
O -3.236 -2.251 -1.517 -0.173
C -2.823 -2.205 -0.106 -0.147
C -1.675 -3.322 0.306 -0.134
O -0.696 -2.608 1.162 -0.257
C 0.442 -2.100 0.379 -0.336
P 0.301 -0.187 0.047 1.094
H -4.332 2.579 -1.464 0.090
H -2.425 2.274 -1.492 0.063
H -3.228 3.695 -2.543 0.089
H -4.685 1.867 -3.903 0.145
H -2.764 1.772 -4.181 0.124
H -2.408 -0.754 -4.402 0.143
H -1.482 0.258 -3.098 0.107
H -2.049 -2.784 -3.209 0.154
H -1.094 -1.769 -1.939 0.071
H -2.484 -1.148 0.277 0.105
H -3.787 -2.486 0.537 0.156
H -2.159 -4.151 0.980 0.149
H -1.190 -3.840 -0.632 0.142
H 0.652 -2.674 -0.621 0.127
H 1.409 -2.273 1.058 0.140
H 0.104 0.111 -1.370 0.010
H -0.879 0.280 0.736 0.021
H 1.539 0.393 0.507 0.004
C 5.755 1.602 -1.637 -0.157
C 4.466 2.318 -1.245 -0.164
O 3.423 1.382 -1.512 -0.220
S 3.990 -0.127 -1.264 0.657
O 3.597 -0.544 0.064 -0.284
O 3.727 -0.914 -2.446 -0.223
O 5.577 0.246 -1.231 -0.176
H 5.900 1.616 -2.722 0.139
H 6.632 2.034 -1.147 0.146
H 4.312 3.239 -1.812 0.144
H 4.450 2.544 -0.173 0.138
C -0.480 -0.202 4.366 -0.180
C 0.362 -0.306 5.635 -0.166
O 1.353 0.712 5.509 -0.187
S 0.721 1.966 4.679 0.677
O 0.273 2.958 5.631 -0.216
O 1.602 2.275 3.577 -0.253
O -0.590 1.194 4.094 -0.210
H 0.024 -0.676 3.518 0.110
H -1.472 -0.645 4.492 0.141
H 0.830 -1.287 5.745 0.141
H -0.236 -0.086 6.525 0.139
```

The calculation puts the strongest force on any atom at 2.992 eV/A. The total charge is +1. The value obtained for the HOMO-LUMO gap is 0.335 hartree. Its lowest unoccupied orbital energy is -3.2 eV.